A structure of composition C11H12ClHgO3 at a distorted geometry, computed with ωB97M-V/def2-TZVPD.

The geometry in XYZ format:
```
28
Properties=species:S:1:pos:R:3:mulliken_charge:R:1
Hg -0.6891 -1.6233 -1.6765 0.058
Cl -7.0314 0.9534 2.3523 -0.199
C -5.3212 0.7232 2.3384 0.448
C -4.6432 0.5862 3.5412 -0.649
C -3.2724 0.4021 3.5234 -0.342
C -2.5852 0.3536 2.3124 0.175
C -3.2826 0.4858 1.1169 -0.211
C -4.6486 0.6753 1.1210 -0.653
C -1.1360 0.1494 2.3304 0.630
O -0.4125 0.3510 3.4122 -0.392
O -0.4390 -0.2156 1.3976 -0.407
H -5.1861 0.6189 4.4754 0.411
H -2.7325 0.2860 4.4552 0.396
H -2.7349 0.4386 0.1838 0.328
H -5.2038 0.7852 0.2001 0.421
C 4.1307 0.4652 -0.4181 -0.561
C 4.3173 -0.3070 -1.7237 -0.521
C 2.9395 -0.1682 -2.3616 -0.506
O 2.0085 -0.0991 -1.2820 -0.294
C 2.6991 0.0994 -0.0452 -0.370
H 4.2144 1.5390 -0.5974 0.274
H 4.8461 0.1887 0.3555 0.338
H 4.5343 -1.3566 -1.5165 0.267
H 5.1109 0.0902 -2.3553 0.330
H 2.6766 -1.0133 -2.9995 0.271
H 2.8716 0.7489 -2.9560 0.272
H 2.6659 -0.8261 0.5383 0.251
H 2.1839 0.8757 0.5194 0.235
```

## Properties
2S+1: 2
LUMO energy (spin up / spin down), eV: -0.16 / -2.76
Electronic energy, a.u.: -1265.6296
Kohn-Sham gap (spin up / spin down), Ha: 0.3132 / 0.2172
⟨S²⟩: 0.757
Total charge: 0

---

A cluster of 9 separate species, C41H64ClF9NO25PSi in total at a distorted geometry, computed with ωB97M-V/def2-TZVPD.

The geometry in XYZ format:
```
143
Properties=species:S:1:pos:R:3:mulliken_charge:R:1
C 2.6611 1.9831 7.1954 -0.930
C 1.1652 1.4497 6.7180 -0.273
C 1.2057 1.0635 5.1242 -0.480
C -0.2063 1.4514 4.3143 -0.408
O 0.1066 1.5572 2.9303 -0.518
P -0.8659 0.6831 1.8050 1.374
C -2.5315 1.4758 2.4383 -0.451
C -2.5193 3.1136 2.3877 -0.453
F -2.0653 3.7003 1.1043 -0.245
C 0.2408 1.6105 0.4832 -0.821
C 1.6931 0.8747 0.3694 -0.383
C 2.6752 1.4224 -0.8230 -0.216
C 3.2217 2.9562 -0.5303 0.509
C 4.7440 2.9327 0.1621 -0.414
N 4.8100 4.1945 1.0300 -0.750
C -0.4659 -1.0271 2.5065 -0.485
Cl 0.0098 -2.3643 1.3207 -0.107
C -1.6781 -1.7057 3.4382 0.360
C -0.9066 -2.5677 4.6480 -0.823
Si -2.0156 -0.0351 0.0934 0.199
C -3.2935 -1.4160 0.4835 -0.312
C -3.0481 1.3792 -0.8184 -0.452
C -0.9506 -0.7023 -1.4191 -0.624
H 2.7477 3.1504 7.2240 0.250
H 3.4773 1.6134 6.4107 0.270
H 2.9427 1.4874 8.2434 0.288
H 0.3198 2.2487 6.9357 0.296
H 0.9682 0.4579 7.3328 0.234
H 1.5209 -0.0604 4.9223 0.141
H 2.0476 1.7339 4.6158 0.208
H -0.9936 0.6764 4.6745 -0.050
H -0.4975 2.5255 4.7336 0.247
H -3.4776 1.0388 1.8509 0.059
H -2.7945 1.1607 3.5597 0.407
H -1.8433 3.5324 3.2459 0.146
H -3.6276 3.5175 2.5671 0.318
H 0.4492 2.6813 0.9713 0.323
H -0.3165 1.8271 -0.5131 0.307
H 2.2649 1.1053 1.3927 0.024
H 1.6643 -0.2959 0.2896 0.125
H 2.2093 1.2710 -1.8849 0.163
H 3.6503 0.7339 -0.7875 0.138
H 3.2458 3.5295 -1.5538 -0.578
H 2.5270 3.4463 0.2824 0.215
H 4.9003 2.0274 0.8869 0.307
H 5.5932 2.9169 -0.6536 0.256
H 4.0840 4.0720 1.7962 0.301
H 4.4536 4.9521 0.3880 0.273
H 0.4674 -0.9861 3.2538 0.374
H -2.3098 -2.5025 2.8543 -0.120
H -2.3273 -0.9140 3.9997 0.066
H 0.1538 -2.9042 4.2363 0.231
H -1.5557 -3.5164 4.8805 0.285
H -0.7911 -1.8963 5.6270 0.201
H -2.8030 -2.5011 0.4398 0.088
H -3.8105 -1.3147 1.5297 0.158
H -4.1298 -1.4137 -0.3515 0.126
H -3.5653 0.8366 -1.7475 0.133
H -2.3451 2.2495 -1.2000 -0.122
H -3.9406 1.7660 -0.1518 0.251
H 0.1515 -0.9541 -1.1289 0.099
H -0.8979 0.0718 -2.3080 0.205
H -1.5086 -1.6544 -1.8638 0.274
C 4.9654 -0.2217 -5.0677 -0.489
C 5.0642 -0.9189 -3.7540 0.741
O 3.7543 -0.8396 -3.2394 -0.097
C 2.9446 -0.8059 -4.3348 0.788
O 1.7428 -1.0120 -4.3041 -0.583
O 3.6451 -0.5201 -5.4746 -0.367
F 5.8917 -0.2546 -2.9164 -0.336
H 5.0817 0.8639 -4.9809 0.280
H 5.6932 -0.5956 -5.7928 0.310
H 5.3691 -1.9685 -3.8248 -0.191
C 4.4699 -6.7437 -4.1853 -0.430
C 5.2305 -6.2008 -3.0241 0.368
O 5.4364 -4.8494 -3.3678 -0.265
C 4.3753 -4.5184 -4.1559 0.538
O 4.0529 -3.3729 -4.4239 -0.474
O 3.7108 -5.6271 -4.6036 -0.325
F 6.4369 -6.8010 -2.9147 -0.303
H 5.1210 -7.0673 -5.0043 0.266
H 3.8198 -7.5766 -3.9040 0.282
H 4.6962 -6.2608 -2.0699 0.282
C 8.7079 -5.7109 0.1936 -0.445
C 8.8067 -6.4082 1.5073 0.312
O 7.4968 -6.3289 2.0218 -0.306
C 6.6871 -6.2951 0.9265 0.612
O 5.4852 -6.5013 0.9572 -0.528
O 7.3876 -6.0094 -0.2133 -0.188
F 9.6342 -5.7438 2.3449 -0.288
H 8.8242 -4.6254 0.2804 0.278
H 9.4357 -6.0849 -0.5315 0.281
H 9.1116 -7.4578 1.4365 0.280
C -7.9410 -2.1178 -0.5045 -0.445
C -8.8314 -1.5253 0.5337 0.334
O -7.9626 -1.2923 1.6190 -0.313
C -6.7418 -1.0729 1.0550 0.609
O -5.7974 -0.5706 1.6413 -0.549
O -6.7065 -1.4775 -0.2513 -0.295
F -9.7731 -2.4128 0.9250 -0.293
H -7.8186 -3.2001 -0.3900 0.281
H -8.2897 -1.9096 -1.5196 0.263
H -9.3065 -0.5851 0.2340 0.287
C -3.0448 5.1147 -1.5773 0.015
C -3.1815 6.5990 -1.5779 0.345
O -3.6175 6.8892 -2.8866 -0.325
C -4.3125 5.7858 -3.2816 0.612
O -5.0694 5.7596 -4.2378 -0.552
O -4.0640 4.7126 -2.4704 -0.138
F -1.9826 7.1938 -1.3868 -0.256
H -2.0748 4.7785 -1.9585 0.222
H -3.2005 4.6832 -0.5849 -0.147
H -3.9081 6.9831 -0.8541 0.226
C 3.2673 7.7387 -2.9198 -0.451
C 3.7210 7.1467 -1.6293 0.278
O 3.3974 5.7812 -1.7613 -0.185
C 3.4691 5.5275 -3.0981 0.575
O 3.5248 4.4084 -3.5804 -0.522
O 3.4788 6.6810 -3.8334 -0.357
F 3.0165 7.6530 -0.5924 -0.283
H 2.2052 8.0056 -2.9133 0.266
H 3.8490 8.6210 -3.2000 0.270
H 4.7942 7.2541 -1.4389 0.294
C -2.4097 -6.0294 2.3913 0.141
C -2.3108 -6.7267 3.7050 0.242
O -3.6207 -6.6474 4.2195 -0.289
C -4.4305 -6.6137 3.1242 0.643
O -5.6323 -6.8198 3.1549 -0.544
O -3.7300 -6.3279 1.9843 -0.313
F -1.4833 -6.0624 4.5425 -0.231
H -2.2933 -4.9439 2.4781 -0.122
H -1.6819 -6.4034 1.6661 0.273
H -2.0060 -7.7763 3.6342 0.249
C -6.5758 2.6048 -4.0724 0.010
C -7.0810 2.4847 -5.4696 0.382
O -7.9591 1.3838 -5.4091 -0.312
C -8.4355 1.3800 -4.1325 0.668
O -9.4177 0.7539 -3.7704 -0.567
O -7.6825 2.1703 -3.3079 -0.308
F -6.0759 2.1815 -6.3214 -0.284
H -5.7191 1.9520 -3.8741 0.117
H -6.3012 3.6316 -3.8162 -0.029
H -7.6210 3.3671 -5.8290 0.291
```

## Properties
LUMO energy, eV: 0.31
Structure (SMILES): CCCCOP(CCF)(CCCCCN)([C@H](Cl)CC)[Si](C)(C)C.O=C1OC[C@@H](F)O1.O=C1OC[C@@H](F)O1.O=C1OC[C@@H](F)O1.O=C1OC[C@@H](F)O1.O=C1OC[C@@H](F)O1.O=C1OC[C@@H](F)O1.O=C1OC[C@@H](F)O1.O=C1OC[C@@H](F)O1
Electronic energy, a.u.: -5526.0247
Kohn-Sham gap, Ha: 0.2935
Total charge: 0

---

An isolated molecule of C5H11NO at a distorted geometry, computed with ωB97M-V/def2-TZVPD.

The geometry in XYZ format:
```
18
Properties=species:S:1:pos:R:3:mulliken_charge:R:1
O 2.0813 -1.0595 2.3511 -0.552
C 1.0291 -0.5040 2.5993 0.014
N 0.2904 0.2018 1.7098 -0.105
C 0.6975 0.3260 0.3156 -1.096
C -0.3222 -0.2462 -0.6490 0.953
C -1.6158 0.5668 -0.6776 -1.368
C 0.3230 -0.3514 -2.0377 -1.546
H 0.6517 -0.5023 3.6358 0.353
H -0.6900 0.3009 1.9225 0.254
H 1.6532 -0.1879 0.2485 0.447
H 0.8863 1.3867 0.1300 0.286
H -0.5378 -1.2616 -0.3355 0.237
H -1.5569 1.5031 -0.0996 0.309
H -2.4807 0.0603 -0.2225 0.305
H -1.9281 0.8654 -1.6812 0.403
H 0.9004 -1.2670 -2.1626 0.360
H -0.4105 -0.3031 -2.8372 0.423
H 1.0291 0.4719 -2.2096 0.322
```

## Properties
Energy relative to the best compared isomer or geometry (same formula, charge and spin), kJ/mol: 54.5
LUMO energy, eV: 0.90
Structure (SMILES): CC(C)CNC=O
Electronic energy, a.u.: -327.1106
Kohn-Sham gap, Ha: 0.3923
Total charge: 0